Formula: C5H10O2
Source: the Open Molecules 2025 dataset
Level of theory: the ωB97M-V functional and the def2-TZVPD basis

Geometry as XYZ:
```
17
Properties=species:S:1:pos:R:3
C 1.7630 0.2508 -0.8732
C 1.0293 -0.5050 0.2075
O 1.6056 -1.2825 0.9446
C -0.4849 -0.3045 0.3817
C -0.7134 1.0243 1.1226
C -1.2077 -0.3340 -0.9637
O -0.9794 -1.3684 1.1597
H 1.5967 -0.2542 -1.8338
H 2.8339 0.2428 -0.6592
H 1.4051 1.2801 -0.9807
H -0.4196 0.9017 2.1693
H -1.7764 1.2846 1.0989
H -0.1462 1.8583 0.6937
H -2.2863 -0.3238 -0.7789
H -0.9685 -1.2556 -1.5047
H -0.9539 0.5284 -1.5898
H -0.1955 -1.7458 1.5967
```

Results
**2S+1**: 1
**Charge**: 0
**LUMO**: 0.8 eV
**Energy relative to the best compared isomer or geometry (same formula, charge and spin)**: 0.7715 eV